No. 1
ORCA calculation (wB97M-V/def2-TZVPD) on a molecular structure, C35H27BrCeN7O4.

Positions of all 75 atoms, in Å:
Ce: -1.10 0.08 0.85
C: -0.59 4.35 2.70
C: 0.78 4.55 2.80
C: 1.63 3.62 2.21
C: 1.11 2.54 1.53
N: -0.23 2.35 1.43
C: -1.05 3.24 2.02
C: 1.97 1.51 0.90
C: 3.32 1.71 0.66
C: 4.06 0.67 0.11
C: 3.44 -0.53 -0.19
C: 2.08 -0.66 0.06
N: 1.36 0.36 0.58
C: 1.34 -1.92 -0.15
C: 1.85 -2.99 -0.87
C: 1.15 -4.19 -0.90
C: -0.03 -4.29 -0.18
C: -0.51 -3.17 0.47
N: 0.14 -2.00 0.47
H: -1.29 5.05 3.14
H: 1.18 5.40 3.33
H: 2.70 3.75 2.31
H: -2.11 3.06 1.92
H: 3.80 2.65 0.89
H: 5.12 0.80 -0.07
H: 4.01 -1.35 -0.59
H: 2.78 -2.90 -1.41
H: 1.53 -5.03 -1.45
H: -0.58 -5.22 -0.14
H: -1.43 -3.20 1.04
C: -3.80 -1.90 -0.51
O: -2.55 -1.21 -0.76
C: -1.94 -1.44 -1.99
C: -2.24 -2.51 -2.81
C: -1.54 -2.65 -4.01
Br: -1.95 -4.10 -5.14
C: -0.54 -1.76 -4.37
C: -0.22 -0.69 -3.53
C: -0.96 -0.52 -2.36
O: -0.78 0.61 -1.53
C: 0.88 0.19 -3.92
N: 1.38 0.21 -5.12
C: 2.43 1.10 -5.09
C: 3.32 1.47 -6.10
C: 4.32 2.35 -5.77
C: 4.45 2.88 -4.48
C: 3.58 2.53 -3.46
C: 2.57 1.63 -3.79
N: 1.55 1.05 -3.06
H: -3.61 -2.93 -0.23
H: -4.44 -1.86 -1.38
H: -4.29 -1.36 0.31
H: -2.99 -3.24 -2.55
H: 0.01 -1.87 -5.29
H: -0.67 1.38 -2.11
H: 3.21 1.06 -7.10
H: 5.03 2.66 -6.53
H: 5.25 3.58 -4.27
H: 3.67 2.96 -2.47
H: 1.46 1.12 -2.06
O: -3.06 0.67 1.32
N: -3.44 0.43 2.56
N: -2.58 -0.11 3.31
O: -1.34 -0.41 2.90
C: -2.94 -0.40 4.66
C: -4.27 -0.64 4.98
C: -4.60 -0.89 6.30
C: -3.61 -0.89 7.28
C: -2.28 -0.66 6.94
C: -1.93 -0.41 5.62
H: -5.02 -0.65 4.20
H: -5.63 -1.09 6.57
H: -3.87 -1.08 8.31
H: -1.51 -0.66 7.70
H: -0.90 -0.24 5.35

- HOMO (eV) = -14.860
- Kohn-Sham gap (eV) = 3.85
- strongest force on any atom (eV/A) = 3.9
- total charge = +3

Results of the Mulliken charge analysis, in e, for atoms 1 through 2: number 1, Ce, carries 0.571; number 2, C, carries -1.099

No. 2
ORCA calculation (wB97M-V/def2-TZVPD) on 13 unconnected molecules or ions with the total composition C5H37NO13.

Positions of all 56 atoms, in Å:
C: 1.06 -0.72 -0.02
C: 1.39 -2.25 0.22
C: 2.93 -2.35 0.05
C: 0.43 -3.13 -0.58
N: -0.19 -0.33 0.67
C: -0.44 1.09 0.45
O: -1.07 1.53 1.71
H: 1.82 -0.06 0.44
H: 0.95 -0.39 -1.05
H: 1.20 -2.37 1.32
H: 3.33 -1.34 0.30
H: 3.24 -2.70 -0.93
H: 3.45 -3.12 0.64
H: 0.50 -2.89 -1.63
H: -0.60 -3.03 -0.23
H: 0.49 -4.21 -0.51
H: -0.96 -0.96 0.72
H: -1.13 1.38 -0.37
H: 0.45 1.70 0.55
H: -1.80 0.96 1.97
H: 0.79 1.57 -5.71
H: -0.29 2.19 -4.86
O: 0.35 2.40 -5.55
H: -2.13 2.19 -2.83
H: -2.43 3.50 -3.67
O: -1.73 3.01 -3.23
H: 0.01 3.11 -3.19
H: 1.14 3.91 -3.96
O: 0.94 3.41 -3.16
H: -3.09 0.27 -1.85
H: -2.19 -0.07 -3.01
O: -2.89 0.56 -2.78
H: 0.05 2.76 2.40
H: 1.14 3.42 1.61
O: 1.01 2.95 2.44
H: -4.34 -0.29 0.14
H: -3.22 -1.18 0.09
O: -3.44 -0.25 -0.23
H: 3.07 -0.81 2.92
H: 4.46 -0.35 2.57
O: 3.98 -1.11 2.88
H: 1.93 2.87 -1.52
H: 2.37 2.85 0.06
O: 1.69 2.98 -0.60
H: -1.42 -2.96 1.83
H: -0.44 -3.44 0.70
O: -1.30 -3.56 1.09
H: 1.22 1.31 2.82
H: 0.68 0.13 2.04
O: 1.11 0.35 2.89
H: -2.64 -1.28 2.22
H: -3.00 -2.76 1.97
O: -3.33 -1.87 1.87
H: -0.43 -0.50 2.88
H: -1.52 -0.93 3.92
O: -1.12 -1.17 3.08

- HOMO (eV) = -9.830
- Kohn-Sham gap (eV) = 9.91
- strongest force on any atom (eV/A) = 4.2
- total charge = 0

Results of the Mulliken charge analysis, in e, for atoms 1 through 2: number 1, C, carries -1.015; number 2, C, carries 0.943

No. 3
ORCA calculation (wB97M-V/def2-TZVPD) on C7H13N in the gas phase.

Positions of all 21 atoms, in Å:
C: 0.95 -3.37 -1.10
C: -0.41 -2.78 -1.03
C: -0.60 -1.48 -0.95
C: -0.80 -0.18 -0.90
C: -0.92 0.55 0.44
N: 0.27 1.35 0.71
C: 0.17 1.94 2.06
C: 0.46 2.40 -0.25
H: 0.97 -4.06 -1.97
H: 1.08 -4.15 -0.30
H: 1.71 -2.55 -1.13
H: -1.23 -3.48 -1.05
H: -0.92 0.36 -1.84
H: -1.81 1.26 0.44
H: -1.05 -0.15 1.28
H: 1.08 2.53 2.29
H: -0.65 2.67 2.21
H: 0.10 1.13 2.81
H: -0.41 3.07 -0.39
H: 0.63 1.97 -1.26
H: 1.38 2.97 -0.07

- HOMO (eV) = -8.610
- Kohn-Sham gap (eV) = 9.70
- strongest force on any atom (eV/A) = 1.6
- total charge = 0

Results of the Mulliken charge analysis, in e, for atoms 1 through 2: number 1, C, carries -0.936; number 2, C, carries -0.150

No. 4
ORCA calculation (wB97M-V/def2-TZVPD) on 2 unconnected molecules or ions with the total composition C22H28BCl2F5NO6.

Positions of all 65 atoms, in Å:
C: 0.38 2.98 0.82
C: 1.03 2.69 -0.64
B: 0.33 1.48 -1.46
O: -0.40 1.78 -2.68
C: 0.41 -0.12 -1.02
C: 1.69 -0.28 -0.07
N: 2.23 -1.69 0.04
C: 1.29 -2.69 -0.63
C: 1.79 -4.21 -0.47
Cl: 3.44 -4.35 0.39
C: 0.79 -5.06 0.50
C: 0.73 -4.47 2.01
Cl: -0.85 -5.38 -0.24
C: 0.83 -2.25 -2.10
O: -0.35 -3.08 -2.39
C: -1.42 -2.30 -2.94
O: -1.55 -1.95 -4.13
C: -2.62 -1.93 -1.94
C: -2.99 -0.49 -1.50
C: -4.21 -0.30 -0.54
C: -5.04 -1.54 -0.05
C: -4.70 -2.99 -0.51
C: -3.47 -3.16 -1.44
C: 1.86 -2.56 -3.29
F: 1.82 -3.92 -3.76
F: 1.38 -1.80 -4.41
C: 3.36 -2.04 -3.07
F: 3.42 -0.67 -2.63
F: 3.96 -2.01 -4.37
F: 4.19 -2.89 -2.31
O: 0.44 -0.88 -2.25
H: -0.77 3.08 0.69
H: 0.67 2.16 1.57
H: 0.83 3.97 1.21
H: 0.88 3.66 -1.26
H: 2.16 2.57 -0.52
H: 0.29 2.07 -3.31
H: -0.52 -0.32 -0.36
H: 2.54 0.39 -0.49
H: 1.51 0.11 1.00
H: 2.33 -1.89 1.06
H: 3.18 -1.69 -0.37
H: 0.34 -2.64 0.03
H: 1.84 -4.81 -1.44
H: 1.30 -6.09 0.60
H: -0.36 -4.21 2.26
H: 1.39 -3.52 2.13
H: 1.05 -5.25 2.79
H: -2.41 0.41 -1.88
H: -4.51 0.75 -0.19
H: -5.93 -1.44 0.67
H: -5.28 -3.92 -0.20
H: -3.23 -4.23 -1.79
O: -1.56 4.10 3.25
C: -1.09 5.16 3.59
O: -1.11 5.62 4.86
C: -0.56 6.95 4.89
C: 0.29 7.06 3.66
C: -0.44 6.16 2.67
H: -1.39 7.66 4.89
H: 0.02 7.08 5.81
H: 0.42 8.08 3.31
H: 1.29 6.64 3.85
H: -1.22 6.71 2.13
H: 0.25 5.68 1.98

- HOMO (eV) = -11.246
- Kohn-Sham gap (eV) = 7.98
- strongest force on any atom (eV/A) = 5.1
- total charge = +1

Results of the Mulliken charge analysis, in e, for atoms 1 through 2: number 1, C, carries -0.605; number 2, C, carries -0.373

No. 5
ORCA calculation (wB97M-V/def2-TZVPD) on a molecular structure, C4H8O4Sr.

Positions of all 17 atoms, in Å:
Sr: -1.34 -1.10 -2.49
O: 3.47 0.47 -1.20
C: 4.82 0.13 -1.11
C: 5.80 0.98 -0.11
O: 5.31 1.67 1.05
H: 5.34 0.01 -2.06
H: 4.78 -0.92 -0.82
H: 6.30 1.69 -0.76
H: 6.62 0.33 0.19
O: -3.44 0.56 0.83
C: -4.88 0.31 1.06
C: -5.47 -1.15 0.80
O: -4.93 -1.98 -0.26
H: -5.31 1.02 0.36
H: -5.13 0.76 2.02
H: -6.56 -1.12 0.74
H: -5.40 -1.66 1.76

- HOMO (eV) = 0.086
- Kohn-Sham gap (eV) = 1.95
- strongest force on any atom (eV/A) = 4.2
- total charge = -2

Results of the Mulliken charge analysis, in e, for atoms 1 through 2: number 1, Sr, carries 0.522; number 2, O, carries -0.622

No. 6
ORCA calculation (wB97M-V/def2-TZVPD) on 2 unconnected molecules or ions with the total composition C3H3Cl3S2.

Positions of all 11 atoms, in Å:
C: -1.72 0.69 -0.01
C: 0.50 -0.35 -0.96
C: 1.55 -0.46 -0.02
S: -2.53 1.26 -1.25
S: -1.60 0.46 1.61
Cl: 2.57 -1.81 -0.44
Cl: 2.59 1.01 0.34
Cl: 0.88 -1.07 1.65
H: 0.06 -1.29 -1.22
H: 0.46 0.63 -1.64
H: -2.76 0.94 1.95

- HOMO (spin up / spin down) (eV) = -8.038 / -8.750
- Kohn-Sham gap (spin up / spin down) (eV) = 7.05 / 7.84
- strongest force on any atom (eV/A) = 4.6
- total charge = 0

Results of the Mulliken charge analysis, in e, for atoms 1 through 2: number 1, C, carries 0.283; number 2, C, carries -1.164

No. 7
ORCA calculation (wB97M-V/def2-TZVPD) on C20H29Cl2N3O4 in the gas phase.

Positions of all 58 atoms, in Å:
C: 1.12 1.89 1.88
C: 0.26 1.40 0.74
O: 0.51 1.60 -0.43
N: -0.83 0.71 1.15
C: -1.78 0.09 0.26
C: -1.44 -1.41 0.05
C: 0.01 -1.49 -0.35
C: 0.99 -1.74 0.59
C: 2.33 -1.55 0.30
C: 2.72 -1.08 -0.96
N: 4.04 -0.77 -1.25
C: 4.31 0.32 -2.17
C: 3.58 1.62 -1.84
Cl: 4.31 2.46 -0.44
C: 5.12 -1.27 -0.45
C: 5.51 -0.36 0.73
Cl: 6.68 -1.21 1.77
C: 1.73 -0.93 -1.93
C: 0.40 -1.13 -1.63
C: -3.17 0.19 0.88
O: -3.34 0.36 2.07
N: -4.17 0.07 -0.01
C: -5.55 -0.09 0.40
C: -6.09 -1.37 -0.20
O: -5.52 -2.03 -1.03
O: -7.29 -1.70 0.30
C: -6.43 1.11 -0.01
C: -5.98 2.36 0.73
C: -6.39 1.34 -1.52
H: 1.98 2.42 1.47
H: 1.47 1.05 2.47
H: 0.55 2.56 2.52
H: -1.05 0.61 2.14
H: -1.71 0.61 -0.70
H: -2.09 -1.82 -0.72
H: -1.61 -1.95 0.98
H: 0.71 -2.05 1.59
H: 3.06 -1.74 1.07
H: 4.02 0.04 -3.19
H: 5.39 0.50 -2.18
H: 3.65 2.32 -2.67
H: 2.54 1.45 -1.57
H: 6.00 -1.40 -1.09
H: 4.84 -2.25 -0.07
H: 5.99 0.56 0.39
H: 4.64 -0.12 1.34
H: 2.00 -0.63 -2.94
H: -0.34 -0.97 -2.40
H: -3.97 -0.21 -0.96
H: -5.55 -0.17 1.49
H: -7.62 -2.52 -0.11
H: -7.46 0.87 0.28
H: -4.95 2.61 0.48
H: -6.04 2.21 1.81
H: -6.61 3.21 0.47
H: -5.39 1.65 -1.83
H: -7.09 2.12 -1.80
H: -6.65 0.43 -2.06

- HOMO (eV) = -7.677
- Kohn-Sham gap (eV) = 8.17
- strongest force on any atom (eV/A) = 0.7
- total charge = 0

Results of the Mulliken charge analysis, in e, for atoms 1 through 2: number 1, C, carries -1.414; number 2, C, carries 0.772

No. 8
ORCA calculation (wB97M-V/def2-TZVPD) on a molecular structure, C27H49F2GdNO2Si2.

Positions of all 84 atoms, in Å:
O: -1.26 -2.36 -3.35
O: -2.08 -0.20 -4.56
C: -0.06 -3.13 -3.41
C: 0.33 -3.93 -2.18
H: 0.72 -2.39 -3.66
H: -0.18 -3.78 -4.29
H: 0.77 -3.28 -1.41
H: 1.11 -4.64 -2.49
H: -0.49 -4.50 -1.75
C: -2.08 -2.36 -2.17
C: -3.31 -3.20 -2.35
H: -2.34 -1.30 -2.02
H: -1.50 -2.67 -1.29
H: -4.03 -2.73 -3.02
H: -3.80 -3.32 -1.37
H: -3.05 -4.20 -2.74
C: -3.22 0.68 -4.54
C: -1.93 -1.11 -5.69
C: -4.35 0.07 -3.75
H: -3.53 0.90 -5.58
H: -2.88 1.62 -4.08
H: -4.68 -0.86 -4.23
H: -5.20 0.75 -3.71
H: -4.03 -0.14 -2.73
C: -3.12 -1.96 -5.95
H: -1.08 -1.75 -5.42
H: -1.62 -0.53 -6.58
H: -3.36 -2.54 -5.06
H: -2.88 -2.66 -6.75
H: -3.98 -1.37 -6.28
H: -0.86 -0.20 -3.38
Gd: 0.76 1.38 -0.72
C: -0.11 0.67 -3.00
Si: 0.63 1.49 -4.56
H: -0.76 1.37 -2.40
H: 0.68 0.07 -2.47
C: 1.47 0.16 -5.61
C: 1.91 2.84 -4.22
C: -0.58 2.33 -5.72
C: 2.65 0.02 -1.20
Si: 3.78 1.07 -0.14
H: 3.03 -0.06 -2.23
H: 2.54 -1.00 -0.80
C: 4.12 2.66 -1.11
C: 5.32 0.13 0.33
C: 2.88 1.69 1.41
H: -0.02 3.00 -6.40
H: -1.28 2.96 -5.15
H: -1.16 1.64 -6.34
H: 2.37 -0.23 -5.13
H: 1.76 0.59 -6.59
H: 0.81 -0.69 -5.82
H: 2.56 2.66 -3.35
H: 1.39 3.80 -4.08
H: 2.55 2.94 -5.11
H: 5.59 -0.57 -0.47
H: 5.16 -0.46 1.24
H: 6.19 0.77 0.51
H: 2.37 0.91 1.99
H: 2.19 2.56 1.29
H: 3.72 2.06 2.02
H: 5.01 3.13 -0.66
H: 3.30 3.40 -1.07
H: 4.34 2.43 -2.17
F: -1.20 6.04 1.48
C: -1.09 4.68 1.66
C: -1.12 3.85 0.53
C: -0.79 2.54 0.74
C: -0.63 1.94 2.00
C: -0.64 2.84 3.10
F: -0.19 2.41 4.33
C: -0.87 4.19 2.95
C: -0.30 0.51 2.17
C: -0.39 -0.19 3.37
C: 0.05 -1.52 3.45
C: 0.44 -2.17 2.27
C: 0.42 -1.45 1.07
N: 0.12 -0.12 1.02
H: -1.33 4.27 -0.46
H: -0.83 4.86 3.81
H: -0.81 0.31 4.23
H: 0.03 -2.03 4.41
H: 0.72 -3.21 2.27
H: 0.64 -1.92 0.12

- multiplicity = 8
- HOMO (spin up / spin down) (eV) = -7.695 / -11.194
- Kohn-Sham gap (spin up / spin down) (eV) = 4.70 / 5.99
- strongest force on any atom (eV/A) = 2.6
- total charge = +1

Results of the Mulliken charge analysis, in e, for atoms 1 through 2: number 1, O, carries 0.043; number 2, O, carries 0.013